(1)
{
  "formula": "C2H3O3S",
  "method": "the ωB97M-V functional and the def2-TZVPD basis",
  "species": ["C", "C", "S", "O", "O", "O", "H", "H", "H"],
  "positions_angstrom": [[0.549, 0.276, 1.331], [-0.293, 0.629, 0.387], [-0.356, -0.509, -1.014], [-0.001, -1.835, -0.565], [0.638, 0.001, -1.982], [-1.826, -0.456, -1.651], [0.828, 0.841, 2.242], [1.101, -0.533, 0.944], [-0.640, 1.586, 0.307]],
  "nbo_charge": [-0.41, -0.44, 2.30, -1.01, -1.02, -1.03, 0.18, 0.23, 0.20],
  "smiles": "C=CS(=O)(=O)[O-]",
  "total_charge": -1,
  "e_above_lowest_kj_mol": 188.98,
  "e_tot_ev": -19100.2936,
  "lumo_ev": 3.977
}



(2)
{
  "formula": "C65H67BBeN9O4",
  "method": "the ωB97M-V functional and the def2-TZVPD basis",
  "species": ["Be", "C", "C", "C", "C", "C", "O", "N", "C", "C", "C", "C", "C", "C", "C", "C", "C", "C", "C", "N", "C", "C", "C", "C", "C", "C", "C", "N", "C", "C", "C", "C", "C", "C", "N", "C", "C", "C", "C", "C", "C", "N", "C", "O", "C", "C", "C", "C", "C", "C", "C", "C", "C", "C", "C", "C", "N", "C", "O", "C", "C", "C", "C", "N", "C", "C", "C", "C", "C", "C", "N", "C", "O", "C", "C", "C", "C", "H", "H", "H", "H", "H", "H", "H", "H", "H", "H", "H", "H", "H", "H", "H", "H", "H", "H", "H", "H", "H", "H", "H", "H", "H", "H", "H", "H", "H", "H", "H", "H", "H", "H", "H", "H", "H", "H", "H", "H", "H", "H", "H", "H", "H", "H", "H", "H", "H", "H", "H", "H", "H", "H", "H", "H", "H", "H", "H", "H", "H", "H", "H", "H", "B", "C", "N", "H", "H", "H"],
  "positions_angstrom": [[0.021, 0.109, -0.141], [5.668, 6.168, 0.004], [5.742, 4.705, -0.465], [6.295, 4.699, -1.897], [6.668, 3.832, 0.386], [4.324, 4.125, -0.514], [3.728, 4.038, -1.571], [3.684, 3.649, 0.598], [3.795, 3.613, 1.993], [4.538, 4.483, 2.784], [4.514, 4.385, 4.165], [3.751, 3.422, 4.797], [2.988, 2.562, 4.027], [3.002, 2.649, 2.646], [2.093, 1.806, 1.840], [0.799, 2.282, 1.643], [0.145, 3.334, 2.380], [-1.071, 3.495, 1.806], [-1.102, 2.602, 0.677], [0.005, 1.827, 0.662], [-1.923, 2.695, -0.435], [-1.540, 2.011, -1.602], [-1.798, 2.494, -2.932], [-1.235, 1.595, -3.775], [-0.751, 0.516, -2.956], [-0.535, -0.799, -3.345], [-0.279, -1.746, -2.328], [0.384, -1.448, -1.210], [0.604, -2.623, -0.563], [1.596, -2.713, 0.409], [2.200, -1.518, 0.839], [3.486, -1.430, 1.478], [3.681, -0.121, 1.774], [2.480, 0.558, 1.368], [1.646, -0.294, 0.729], [2.058, -3.963, 1.036], [2.150, -3.927, 2.430], [2.606, -4.999, 3.170], [2.974, -6.158, 2.512], [2.885, -6.228, 1.137], [2.443, -5.147, 0.377], [2.423, -5.224, -1.026], [2.692, -6.295, -1.821], [3.067, -7.375, -1.411], [2.502, -6.051, -3.331], [3.431, -4.927, -3.799], [2.843, -7.355, -4.056], [1.050, -5.693, -3.646], [-0.108, -3.682, -1.223], [-0.628, -3.138, -2.356], [-0.520, -1.330, -4.711], [0.512, -2.236, -4.986], [0.631, -2.875, -6.200], [-0.314, -2.650, -7.186], [-1.338, -1.756, -6.943], [-1.439, -1.066, -5.738], [-2.523, -0.197, -5.550], [-3.040, 0.812, -6.303], [-4.122, 1.271, -5.986], [-2.293, 1.430, -7.506], [-3.015, 0.958, -8.775], [-0.789, 1.179, -7.631], [-2.494, 2.949, -7.372], [-0.844, 0.864, -1.641], [-3.095, 3.576, -0.533], [-2.992, 4.943, -0.320], [-4.074, 5.781, -0.521], [-5.268, 5.252, -0.976], [-5.393, 3.889, -1.178], [-4.332, 3.023, -0.932], [-4.409, 1.652, -1.151], [-5.382, 0.694, -1.297], [-5.114, -0.262, -1.998], [-6.706, 0.737, -0.522], [-6.684, 1.621, 0.723], [-7.836, 1.127, -1.483], [-6.962, -0.706, -0.062], [6.606, 6.475, 0.465], [4.858, 6.330, 0.710], [5.482, 6.811, -0.853], [7.251, 5.217, -1.926], [5.598, 5.192, -2.568], [6.433, 3.680, -2.248], [7.684, 4.222, 0.332], [6.672, 2.820, -0.014], [6.370, 3.781, 1.427], [2.841, 3.151, 0.301], [5.129, 5.264, 2.342], [5.092, 5.086, 4.748], [3.735, 3.351, 5.873], [2.359, 1.813, 4.486], [0.551, 3.839, 3.237], [-1.867, 4.154, 2.096], [-2.293, 3.414, -3.179], [-1.161, 1.657, -4.839], [4.144, -2.260, 1.649], [4.525, 0.346, 2.247], [1.836, -3.024, 2.929], [2.679, -4.923, 4.244], [3.332, -7.012, 3.066], [3.169, -7.132, 0.630], [2.092, -4.377, -1.468], [4.468, -5.165, -3.572], [3.183, -3.981, -3.324], [3.336, -4.796, -4.875], [3.859, -7.667, -3.836], [2.731, -7.234, -5.130], [2.175, -8.143, -3.720], [0.792, -4.710, -3.272], [0.369, -6.419, -3.206], [0.894, -5.689, -4.723], [-0.200, -4.693, -0.875], [-1.239, -3.601, -3.110], [1.242, -2.419, -4.213], [1.449, -3.557, -6.371], [-0.258, -3.162, -8.137], [-2.110, -1.604, -7.682], [-3.022, -0.309, -4.671], [-2.864, -0.106, -8.945], [-2.641, 1.498, -9.643], [-4.081, 1.144, -8.679], [-0.555, 0.179, -7.980], [-0.270, 1.339, -6.689], [-0.388, 1.890, -8.354], [-3.544, 3.171, -7.207], [-2.159, 3.452, -8.276], [-1.927, 3.334, -6.527], [-2.035, 5.350, -0.029], [-3.970, 6.843, -0.365], [-6.103, 5.902, -1.202], [-6.311, 3.493, -1.579], [-3.506, 1.259, -1.414], [-6.619, 2.681, 0.498], [-5.842, 1.348, 1.355], [-7.600, 1.449, 1.287], [-7.711, 2.130, -1.885], [-8.794, 1.085, -0.967], [-7.856, 0.428, -2.316], [-6.220, -1.006, 0.675], [-6.891, -1.382, -0.909], [-7.953, -0.785, 0.379], [-3.073, -1.844, 2.251], [-2.008, -1.114, 1.409], [-1.197, -0.583, 0.775], [-3.930, -2.223, 1.495], [-3.513, -1.064, 3.057], [-2.518, -2.767, 2.790]],
  "lowdin_charge": [0.09, -0.03, -0.50, -0.06, -0.04, -0.41, 0.08, 0.18, -0.16, -0.04, -0.09, -0.09, -0.03, -0.15, -0.10, -0.22, 0.02, 0.01, -0.21, 0.12, -0.06, -0.25, 0.03, 0.01, -0.19, -0.04, -0.24, 0.12, -0.23, -0.04, -0.23, -0.01, 0.01, -0.21, 0.14, -0.10, -0.03, -0.08, -0.08, -0.01, -0.14, 0.16, -0.41, 0.06, -0.51, -0.03, -0.06, -0.04, -0.01, -0.02, -0.09, -0.02, -0.08, -0.08, -0.04, -0.18, 0.15, -0.44, 0.07, -0.50, -0.03, -0.04, -0.05, 0.14, -0.12, -0.03, -0.09, -0.08, -0.03, -0.17, 0.18, -0.40, 0.08, -0.51, -0.04, -0.03, -0.04, 0.09, 0.07, 0.08, 0.09, 0.08, 0.09, 0.09, 0.09, 0.06, 0.15, 0.08, 0.10, 0.10, 0.13, 0.11, 0.11, 0.12, 0.08, 0.11, 0.11, 0.12, 0.10, 0.10, 0.09, 0.11, 0.09, 0.08, 0.08, 0.08, 0.08, 0.09, 0.03, 0.10, 0.08, 0.12, 0.12, 0.11, 0.09, 0.10, 0.11, 0.17, 0.07, 0.09, 0.09, 0.06, 0.08, 0.09, 0.08, 0.08, 0.08, 0.12, 0.10, 0.10, 0.09, 0.13, 0.06, 0.10, 0.09, 0.06, 0.08, 0.09, 0.08, 0.08, 0.08, -0.43, -0.13, 0.19, -0.01, 0.00, 0.00],
  "total_charge": -1,
  "e_tot_ev": -91179.3135,
  "lumo_ev": 1.069
}



(3)
{
  "formula": "C6H8",
  "method": "the ωB97M-V functional and the def2-TZVPD basis",
  "species": ["C", "C", "C", "C", "C", "C", "H", "H", "H", "H", "H", "H", "H", "H"],
  "positions_angstrom": [[0.667, -2.222, -2.129], [0.505, -1.417, -1.246], [0.296, -0.177, -0.145], [1.452, 0.719, 0.034], [-0.877, -0.170, 0.412], [-1.509, 0.875, 1.310], [0.667, -2.963, -2.801], [2.278, 0.211, 0.540], [1.914, 0.870, -0.984], [1.296, 1.607, 0.506], [-1.526, -0.919, -0.138], [-2.626, 0.903, 1.092], [-1.125, 1.894, 1.135], [-1.413, 0.788, 2.414]],
  "nbo_charge": [-0.26, -0.03, 0.00, -0.66, -0.19, -0.66, 0.21, 0.23, 0.23, 0.22, 0.22, 0.23, 0.22, 0.23],
  "smiles": "C#C/C(C)=C/C",
  "e_above_lowest_kj_mol": 256.61,
  "e_tot_ev": -6348.1243,
  "lumo_ev": 0.986
}